# 1
A 2-piece molecular cluster, C32H57BrClNO3SSi overall. Source: the OMol25 dataset; level of theory: ωB97M-V/def2-TZVPD.

Geometry as XYZ:
```
97
Properties=species:S:1:pos:R:3:forces:R:3
C 2.364478 6.019224 2.023424 0.33 0.11 0.47
C 2.631608 5.084245 3.221900 0.64 0.39 -1.16
O 1.436277 4.456282 3.690183 0.30 -0.27 0.47
C 1.162589 4.667747 5.055134 0.25 0.19 0.24
C 0.375182 3.477948 5.612296 -0.70 2.17 -1.32
C -1.025674 3.518048 4.998086 -0.29 -0.50 1.13
C -1.831176 2.268514 5.410672 -0.73 -0.66 -0.28
S -1.897545 2.134834 7.260851 0.53 0.16 0.02
C -3.333429 2.266292 4.829339 0.99 -0.12 -0.24
Cl -4.608448 2.452319 6.082183 -0.02 0.03 -0.48
C -3.553975 3.267814 3.679778 -1.13 0.13 0.69
C -4.010696 4.670443 4.172556 0.28 -0.47 -0.71
C -1.060169 1.027421 4.841224 -0.25 0.96 0.26
C -1.055378 0.984968 3.310899 -0.11 -0.42 -0.25
C -0.375885 -0.286035 2.742259 -0.81 0.88 -0.37
C -1.095685 -0.801590 1.487921 0.40 -1.13 0.35
C -0.446115 -2.162906 1.076033 0.18 1.90 -1.01
C 0.578939 -1.897690 -0.052320 0.44 -1.83 0.98
C 1.074903 -3.285132 -0.596634 -0.80 1.64 -0.86
C 0.432315 -3.517292 -1.977005 1.20 -1.34 -0.31
C 1.238653 -4.603662 -2.772438 -0.40 0.72 0.39
Si 0.901861 -4.408246 -4.630665 -0.44 -0.96 -0.62
C 0.971568 -6.154433 -5.414284 0.38 0.53 0.20
C -0.822560 -3.765056 -4.937686 0.50 -0.25 0.47
C 2.237368 -3.401449 -5.523773 -1.44 -0.86 1.39
C 3.528665 -3.411238 -5.051014 0.32 0.00 0.14
C 4.492746 -2.707598 -5.737061 0.40 -0.56 0.79
C 4.122615 -2.039638 -6.866941 1.55 1.16 -1.05
C 2.839230 -2.002866 -7.335178 -0.91 0.09 -0.59
C 1.871290 -2.702115 -6.656714 -0.36 -0.16 0.05
C 0.344413 0.969256 5.452957 -0.71 -1.33 -1.05
N 1.133097 2.235427 5.306519 0.59 -0.78 1.87
C 2.315548 2.177225 6.248564 0.58 -0.62 -0.37
C 3.652802 2.033477 5.515558 1.96 1.63 0.90
O 4.600202 2.697139 5.861368 -1.70 -1.32 -0.70
Br 3.831104 0.761251 4.065409 -0.46 0.26 0.31
H 2.577557 7.047339 2.322262 -0.34 0.03 -0.08
H 3.056036 5.814501 1.206515 -0.20 -0.18 -0.06
H 1.334402 5.934010 1.681862 0.07 -0.01 -0.06
H 3.148266 5.670786 3.985632 -0.33 -0.24 0.33
H 3.339570 4.312634 2.899977 -0.21 -0.17 0.18
H 0.580783 5.588793 5.186060 -0.14 -0.18 0.11
H 2.076594 4.813888 5.648435 0.10 -0.06 -0.28
H 0.274471 3.674822 6.677682 0.23 -0.80 0.13
H -0.978925 3.655962 3.921266 0.03 -0.14 0.05
H -1.523165 4.395360 5.420137 0.19 0.08 -0.10
H -1.625004 0.822288 7.402826 -0.15 0.20 -0.19
H -3.495039 1.261879 4.439024 -0.05 0.02 0.15
H -4.391296 2.870711 3.100575 0.19 -0.06 -0.14
H -2.702992 3.308824 3.002816 0.03 -0.05 0.14
H -3.714853 4.879966 5.199264 0.14 0.15 -0.12
H -5.097860 4.701988 4.136085 0.05 0.16 0.11
H -3.622905 5.411619 3.471672 -0.06 0.20 0.28
H -1.599075 0.145102 5.204670 0.21 -0.09 -0.08
H -0.625468 1.883823 2.855557 0.10 -0.05 0.13
H -2.094081 0.966094 2.969978 0.06 0.06 0.06
H -0.409704 -1.074142 3.500569 0.33 0.01 -0.04
H 0.640261 -0.023276 2.431189 0.18 -0.43 0.38
H -2.160942 -0.965442 1.678013 0.03 0.31 0.10
H -0.965666 -0.086728 0.673726 -0.28 0.04 0.02
H -1.178898 -2.853089 0.657172 -0.07 -0.11 0.42
H 0.078501 -2.546747 1.952189 -0.20 -0.53 -0.14
H 1.455515 -1.384534 0.359550 -0.24 0.39 -0.11
H 0.123032 -1.331644 -0.862170 0.09 0.15 0.08
H 2.155588 -3.233795 -0.737136 0.00 -0.30 0.18
H 0.783569 -4.077008 0.095242 0.33 -0.08 0.00
H -0.594863 -3.877319 -1.886260 -0.09 0.39 -0.03
H 0.465804 -2.615670 -2.593355 -0.24 0.20 0.36
H 2.296079 -4.442773 -2.532568 0.01 -0.17 -0.14
H 0.967292 -5.591455 -2.385422 0.09 -0.05 -0.23
H -0.031936 -6.555015 -5.567703 0.09 -0.13 0.15
H 1.574316 -6.794260 -4.760796 -0.21 -0.20 -0.13
H 1.477387 -6.109045 -6.382494 -0.10 -0.02 0.02
H -1.069069 -3.937124 -5.988411 -0.28 0.39 0.06
H -0.984218 -2.714524 -4.696265 -0.08 0.01 -0.35
H -1.522864 -4.347047 -4.324458 0.04 -0.04 -0.12
H 3.787244 -3.976282 -4.162864 0.02 0.02 0.04
H 5.512477 -2.713639 -5.371539 0.08 0.12 -0.19
H 4.903144 -1.513845 -7.412544 -0.12 0.06 -0.02
H 2.543184 -1.454297 -8.220873 0.30 0.07 -0.05
H 0.834042 -2.739142 -6.977892 0.02 0.27 -0.12
H 0.895075 0.194724 4.908375 0.18 0.19 0.11
H 0.275453 0.623192 6.478780 0.30 0.62 0.18
H 1.550747 2.233851 4.367134 -0.57 0.53 -0.25
H 2.228354 1.334021 6.936502 -0.18 -0.10 -0.25
H 2.382704 3.061562 6.873235 -0.05 0.18 -0.26
C -4.128139 -2.591213 -8.332355 -0.64 0.38 -0.31
C -3.216853 -1.534064 -7.672292 1.05 -1.06 -0.67
C -2.487694 -0.762807 -8.794405 -0.54 0.52 -0.35
O -2.303702 -2.156034 -6.887453 -0.18 0.38 0.61
H -3.545985 -3.302699 -8.923714 0.17 0.05 0.11
H -4.686537 -3.147941 -7.575806 0.12 0.01 0.08
H -4.863989 -2.121876 -9.006503 -0.03 -0.07 0.00
H -3.906490 -0.793635 -7.192231 0.09 0.00 0.30
H -1.867424 -1.431943 -9.396722 0.00 -0.14 0.16
H -1.846620 0.016938 -8.375086 0.03 -0.09 0.11
H -3.203170 -0.270758 -9.474494 0.07 0.03 -0.02
```
Positions in Å, forces in eV/Å.

Results
Highest occupied orbital energy (eV): -3.81
LUMO level (eV): -2.16
Largest force on an atom (eV/Å): 2.700
Frontier orbital gap (Ha): 0.060

# 2
A 2-piece molecular cluster, C3H8NS overall. Source: the OMol25 dataset; level of theory: ωB97M-V/def2-TZVPD.

Geometry as XYZ:
```
13
Properties=species:S:1:pos:R:3:forces:R:3
C 1.544469 0.585608 -1.194223 -1.50 1.22 0.07
S 2.734797 0.418617 0.136844 0.36 -0.22 0.57
H 0.806013 -0.210146 -1.346564 0.89 -0.80 -0.35
H 0.728935 1.342523 -0.953739 1.31 0.11 -0.35
H 2.122896 0.855228 -2.091088 -0.79 -0.14 -0.05
C -2.061862 -0.381125 0.148806 -1.65 -0.53 -1.15
C -0.872199 -0.857448 0.489512 3.26 1.12 1.04
N -0.057493 -0.188994 1.460544 0.75 -2.25 -0.56
H -2.786888 0.114473 0.769609 0.60 0.93 0.50
H -2.381967 -0.386415 -0.883987 -0.37 -1.26 -0.10
H -0.328302 -1.734928 -0.040794 -0.80 2.15 0.45
H -0.407919 0.354792 2.195095 -1.40 0.82 0.58
H 0.959525 0.087821 1.309984 -0.67 -1.16 -0.65
```
Positions in Å, forces in eV/Å.

Results
Total charge: -1
Highest occupied orbital energy (eV): -2.48
LUMO level (eV): 4.15
Largest force on an atom (eV/Å): 3.604
Frontier orbital gap (Ha): 0.243

# 3
A 2-piece molecular cluster, ClN3O2 overall. Source: the OMol25 dataset; level of theory: ωB97M-V/def2-TZVPD.

Geometry as XYZ:
```
6
Properties=species:S:1:pos:R:3:forces:R:3
N -1.014843 -0.548726 -0.167474 -0.67 -0.90 0.74
N -1.578834 0.315896 -0.573420 0.20 -0.79 -0.46
O -2.102324 1.202496 -1.121286 -0.69 1.21 -0.26
O 2.064535 -1.219933 1.193350 0.66 -0.35 -0.46
N 1.294698 -0.401050 1.104868 -0.82 0.12 1.27
Cl 1.336766 0.651316 -0.436038 1.31 0.70 -0.83
```
Positions in Å, forces in eV/Å.

Results
Highest occupied orbital energy (eV): -10.67
LUMO level (eV): -0.99
Largest force on an atom (eV/Å): 1.703
Frontier orbital gap (Ha): 0.356